No. 1
DFT (ωB97M-V with the def2-TZVPD basis set) results for an isolated molecule of C2H2N2O2 at a distorted geometry.

Structure (XYZ):
```
8
Properties=species:S:1:pos:R:3:forces:R:3:lowdin_charge:R:1
O -1.190 1.514 -0.341 -1.9050 3.2622 -0.7017 0.068
C -0.491 0.437 -0.113 1.2728 1.2019 0.1184 -0.491
C -0.814 -0.853 0.360 4.1780 -0.1521 -0.1247 0.006
N 0.409 -1.424 0.408 -1.0435 -1.9955 0.5939 0.042
O 1.433 -0.622 -0.005 -4.8832 1.2612 0.6144 -0.048
N 0.767 0.606 -0.253 3.2696 -0.4026 -0.9821 0.113
H -0.670 2.372 -0.609 -0.8437 -2.9708 0.8106 0.192
H -1.680 -1.297 0.814 -0.0449 -0.2043 -0.3288 0.117
```
Positions in Å, forces in eV/Å.

Its highest occupied orbital energy is -10.437 eV. The value obtained for the total energy is -9177.97982 eV. The value obtained for the frontier orbital gap is 10.983 eV. Its SMILES is Oc1cnon1. The calculation puts the energy above the lowest of the compared OMol25 structures with the same formula, charge and spin at 3.806 eV.

***

No. 2
DFT (ωB97M-V with the def2-TZVPD basis set) results for an isolated molecule of C2H2N2O2 at a distorted geometry.

Structure (XYZ):
```
8
Properties=species:S:1:pos:R:3:forces:R:3:lowdin_charge:R:1
O -1.714 1.046 0.967 -1.3167 0.5046 -0.0157 0.131
C -0.809 0.503 0.451 2.8273 0.1220 2.3761 -0.450
C 0.336 -0.358 1.031 -1.6580 -0.1135 -5.3387 0.029
N 0.914 -0.780 -0.139 1.3855 -1.8881 3.8168 0.017
N 0.383 -0.257 -1.153 3.4531 0.9076 -6.1326 -0.142
O -0.344 0.788 -0.846 -3.5015 1.8825 0.8129 0.021
H 0.281 -1.003 1.896 0.4208 0.3423 0.0199 0.100
H 0.953 0.060 -2.208 -1.6105 -1.7573 4.4614 0.294
```
Positions in Å, forces in eV/Å.

Its highest occupied orbital energy is -9.489 eV. The value obtained for the total energy is -9177.43435 eV. The value obtained for the frontier orbital gap is 9.504 eV. Its SMILES is O=c1cn[nH]o1. The calculation puts the energy above the lowest of the compared OMol25 structures with the same formula, charge and spin at 4.352 eV.

***

No. 3
DFT (ωB97M-V with the def2-TZVPD basis set) results for an isolated molecule of C2H2N2O2S at a distorted geometry.

Structure (XYZ):
```
9
Properties=species:S:1:pos:R:3:forces:R:3:lowdin_charge:R:1
O -0.091 2.013 -0.079 -2.2629 -0.4128 0.4333 0.035
C -0.139 0.645 0.076 -1.3900 -0.0205 -2.1247 -0.296
N -1.224 -0.179 0.046 1.7252 6.8279 0.5454 0.084
N -0.821 -1.348 -0.191 0.9826 -4.5822 1.1509 -0.051
O 0.597 -1.414 -0.061 0.2569 -0.0141 -0.9709 -0.081
C 1.118 -0.140 -0.157 -1.0746 -1.3838 2.2839 -0.743
S 2.743 -0.029 -0.008 -0.7434 0.8205 -0.5753 0.702
H -1.009 2.471 -0.163 2.1506 -1.6578 0.3366 0.170
H -1.174 -2.019 0.537 0.3556 0.4229 -1.0792 0.181
```
Positions in Å, forces in eV/Å.

Its highest occupied orbital energy is -8.759 eV. The value obtained for the total energy is -20013.18569 eV. The value obtained for the frontier orbital gap is 8.219 eV. Its SMILES is Oc1n[nH]oc1=S. The calculation puts the energy above the lowest of the compared OMol25 structures with the same formula, charge and spin at 3.164 eV.